# 1
36
Properties=species:S:1:pos:R:3 method="wB97M-V/def2-TZVPD" orbital_gap_ev=9.43 total_charge=-1 e_homo_ev=-6.31 energy_ev=-24425.007 max_force_ev_per_a=5.3 e_above_lowest_ev=1.946
O 3.63 -1.67 -0.12
H 1.63 -0.62 3.84
C -0.13 -0.40 -0.83
O -2.62 -2.46 0.28
O 0.78 -1.07 3.80
O 0.71 0.19 1.42
O 2.62 2.44 0.28
C 0.19 0.95 -1.45
H 0.57 -0.66 2.90
O -1.37 -0.30 1.20
H 1.26 1.76 -3.07
H -1.43 2.20 -0.93
H 0.14 1.98 1.61
H 3.58 -0.83 0.37
H -3.00 -2.76 1.10
C -0.19 -0.31 0.68
O -0.63 2.48 1.98
H -0.42 -4.07 0.23
H -1.10 -0.68 -1.29
N -0.80 2.02 -1.70
H 0.97 1.33 -0.79
H 2.63 1.49 0.25
H -1.64 1.60 -2.25
C 1.00 0.72 -2.76
H -3.19 1.86 0.29
H 1.91 0.20 -2.50
O -3.41 1.05 -0.14
H 0.66 -1.08 -1.09
H -2.33 -1.55 0.43
O -0.22 -3.87 -0.69
H -0.88 1.95 2.75
H -0.97 -3.36 -1.01
H -2.92 0.40 0.40
H 1.86 2.74 0.77
H 2.80 -1.89 -0.55
H 0.33 0.20 -3.41

---

# 2
36
Properties=species:S:1:pos:R:3 method="wB97M-V/def2-TZVPD" orbital_gap_ev=10.99 e_homo_ev=-10.64 energy_ev=-24979.489 max_force_ev_per_a=2.8 e_above_lowest_ev=1.603
O -0.85 -0.99 -1.44
H -2.52 -0.59 -0.90
C 0.89 -0.51 1.11
O 0.13 -3.25 -2.43
H 2.96 -2.64 -1.40
H -1.66 3.05 0.75
H -0.31 1.17 0.06
H -0.55 -2.58 -2.12
H 0.46 2.61 1.47
H -1.78 -2.33 1.02
C 0.19 -0.36 -1.38
H 1.27 -0.36 3.27
H 1.72 -1.18 0.82
H 4.38 0.28 0.71
H 0.93 -0.45 -2.20
O 4.22 -0.24 1.54
H -2.82 -1.24 0.86
O -2.50 2.83 0.35
H 3.34 -0.58 1.30
O -1.08 1.70 -2.32
O -2.35 -1.77 1.55
O 1.22 1.48 2.51
H -2.92 0.45 0.10
C 1.19 0.27 2.37
H -1.66 2.04 -1.64
O 0.14 3.40 0.98
H 0.15 -1.33 1.30
O 2.15 -2.55 -0.87
O -3.30 -0.28 -0.41
H 0.70 4.10 1.33
H -3.26 3.24 0.82
H 1.45 -2.80 -1.50
H 1.34 1.15 -0.19
C 0.49 0.39 -0.09
H -1.43 1.93 -3.18
H -0.35 -4.04 -2.17